(1)
DFT (ωB97M-V with the def2-TZVPD basis set) results for a structure of composition C29H29FN5O5SV.

Summary:
LUMO energy (spin up / spin down) in eV: -2.83 / -2.83
Multiplicity: 4
Highest occupied orbital energy (spin up / spin down) in eV: -7.10 / -10.05
Net charge: +1

```
71
Properties=species:S:1:pos:R:3:forces:R:3:mulliken_charge:R:1
V 2.980 2.157 -0.224 -0.28 -0.20 0.21 -0.17
F -0.034 -3.990 -1.406 0.03 0.00 -0.01 -0.37
C -0.485 -2.730 -1.655 0.09 -0.02 0.00 0.59
C 0.269 -1.668 -1.212 0.00 0.05 -0.03 -1.01
C -0.148 -0.355 -1.504 -0.30 -0.14 -0.12 0.88
C 0.610 0.770 -1.142 0.66 0.05 0.31 1.57
O 1.783 0.656 -0.503 -0.34 0.23 -0.51 -0.96
C 0.169 2.057 -1.564 -0.30 0.12 -0.19 0.30
C -0.994 2.226 -2.222 -0.02 -0.13 -0.02 -0.67
N -1.807 1.137 -2.485 -0.06 -0.09 0.06 0.20
C -3.052 1.343 -3.166 -0.02 0.03 -0.04 -0.41
C -4.328 1.024 -2.442 0.01 0.03 -0.01 -0.43
C -3.945 2.452 -2.700 0.02 -0.05 0.00 -0.92
C -1.373 -0.167 -2.226 0.17 0.17 0.09 0.22
C -2.102 -1.264 -2.639 0.00 -0.14 0.07 -0.98
C -1.664 -2.576 -2.356 -0.13 0.13 0.00 -1.23
N -2.439 -3.667 -2.866 0.00 0.05 -0.11 0.31
C -2.127 -4.012 -4.241 0.09 -0.03 -0.04 -0.47
C -3.261 -4.821 -4.836 -0.09 -0.14 0.09 -0.76
N -3.471 -6.046 -3.976 0.06 0.07 0.04 -0.16
C -3.736 -5.675 -2.534 -0.03 -0.05 -0.16 -0.92
C -2.567 -4.847 -2.041 -0.02 -0.05 0.11 -0.53
C 1.218 3.047 -1.213 0.31 0.10 0.19 0.57
O 2.255 3.096 -1.943 -0.18 -0.11 -0.03 -0.51
O 1.302 3.423 -0.002 -0.30 -0.02 0.06 -0.59
H 1.193 -1.835 -0.679 0.01 0.02 0.01 0.58
H -1.356 3.177 -2.578 0.02 0.02 0.02 0.66
H -3.026 1.141 -4.234 0.02 0.00 0.01 0.42
H -4.226 0.659 -1.429 -0.01 0.00 0.00 0.23
H -5.140 0.596 -3.012 0.00 -0.01 0.01 0.31
H -3.612 3.033 -1.852 -0.01 0.01 0.00 0.35
H -4.485 3.006 -3.454 0.00 0.01 0.01 0.25
H -3.039 -1.141 -3.162 0.01 -0.01 -0.01 0.53
H -1.183 -4.579 -4.323 0.00 -0.01 0.00 0.28
H -2.004 -3.104 -4.828 -0.02 0.02 0.02 0.46
H -3.060 -5.164 -5.848 0.04 0.04 0.00 0.40
H -4.199 -4.269 -4.803 0.02 0.03 -0.04 0.36
H -2.622 -6.615 -4.010 0.01 -0.02 -0.01 0.40
H -4.227 -6.619 -4.346 -0.04 0.01 0.00 0.35
H -3.862 -6.604 -1.982 0.01 0.02 0.04 0.43
H -4.663 -5.105 -2.534 0.00 0.01 0.04 0.36
H -1.660 -5.473 -2.033 -0.03 0.00 -0.02 0.42
H -2.756 -4.556 -1.008 -0.01 0.02 -0.01 0.47
O 4.637 3.394 -0.303 0.11 0.15 -0.09 -0.34
N 5.371 2.491 -0.767 0.02 -0.13 0.04 0.32
O 4.727 1.401 -0.850 0.44 -0.20 -0.09 -0.40
N 3.326 1.775 1.720 -0.07 0.30 0.27 -0.19
S 2.124 2.046 2.762 0.02 -0.16 -0.34 0.50
C 2.528 3.493 3.697 -0.01 0.07 0.09 0.41
C 1.763 4.619 3.434 0.05 0.05 0.00 -0.22
C 2.077 5.808 4.081 -0.03 -0.05 -0.05 -0.64
C 3.143 5.851 4.964 0.02 0.01 0.03 -0.41
C 3.906 4.714 5.215 -0.01 0.03 0.00 -0.76
C 3.601 3.523 4.582 -0.05 -0.01 0.00 -0.29
C 2.228 0.764 3.996 0.06 0.05 0.14 0.34
C 1.533 0.924 5.189 0.03 -0.05 0.00 -0.39
C 1.558 -0.101 6.119 0.00 0.00 0.00 -0.62
C 2.265 -1.268 5.852 -0.02 0.01 0.02 -0.46
C 2.942 -1.415 4.653 0.02 0.00 -0.04 -0.58
C 2.925 -0.396 3.708 -0.01 -0.04 0.04 -0.48
H 4.241 1.864 2.155 0.03 -0.05 -0.02 0.25
H 0.952 4.569 2.717 0.00 -0.01 0.00 0.40
H 1.492 6.696 3.886 0.00 0.00 0.00 0.40
H 3.387 6.779 5.465 0.01 0.00 0.00 0.40
H 4.736 4.761 5.907 0.00 -0.01 0.00 0.40
H 4.177 2.629 4.783 0.00 -0.01 -0.01 0.40
H 0.993 1.839 5.399 0.00 0.01 -0.02 0.45
H 1.029 0.013 7.056 0.00 0.00 0.00 0.40
H 2.286 -2.064 6.585 0.00 0.00 0.00 0.39
H 3.490 -2.325 4.446 0.00 0.00 0.00 0.41
H 3.437 -0.503 2.761 0.00 0.02 -0.01 0.50
```
Forces are in eV/Å.

(2)
DFT (ωB97M-V with the def2-TZVPD basis set) results for a structure of composition C16H32O2P2Pt in a non-equilibrium geometry.

Summary:
LUMO energy (spin up / spin down) in eV: -5.90 / -8.34
Multiplicity: 5
Highest occupied orbital energy (spin up / spin down) in eV: -11.99 / -14.58
Net charge: +2

```
53
Properties=species:S:1:pos:R:3:forces:R:3:mulliken_charge:R:1
P 3.897 1.909 0.113 -0.68 0.16 0.59 0.14
P -2.425 2.200 -1.733 2.76 -0.99 2.00 0.99
C -0.012 3.610 -0.850 -0.89 1.13 -0.71 -0.42
C -1.534 3.547 -0.911 -0.49 0.89 0.56 -0.96
H 0.234 3.475 -1.960 0.70 -0.06 1.07 -0.52
H 0.256 4.641 -0.477 -0.26 -1.21 -0.27 0.90
H -2.022 3.686 0.075 0.36 -0.24 -0.42 0.46
H -1.816 4.447 -1.462 -0.19 0.39 -0.06 0.42
C -2.363 2.151 -3.523 0.03 0.13 -0.49 -1.06
H -3.308 2.100 -4.046 -0.57 -0.13 0.28 0.42
H -1.770 1.303 -3.869 0.04 -0.12 0.26 0.45
H -1.883 3.036 -3.941 0.16 0.20 0.37 0.27
C -3.907 2.033 -0.782 -0.93 0.48 0.14 -1.03
H -4.733 2.485 -1.339 -0.16 -0.25 0.08 0.42
H -3.779 2.650 0.136 -0.02 -0.60 -0.60 0.37
H -4.141 0.999 -0.493 0.07 0.25 -0.32 0.37
C 5.225 1.273 -0.951 0.72 0.31 0.33 -1.02
H 5.574 0.444 -0.331 0.29 -0.18 -0.34 0.42
H 6.095 1.928 -1.176 -0.71 -0.15 0.17 0.37
H 4.785 0.891 -1.881 0.11 0.02 0.40 0.45
C 4.161 2.533 1.805 1.03 -0.02 0.06 -0.99
H 3.197 2.860 2.234 0.45 -0.34 -0.35 0.36
H 4.930 3.322 1.959 -0.50 -0.40 -0.35 0.42
H 4.537 1.627 2.290 -0.12 0.27 0.54 0.42
Pt 1.890 2.675 -0.748 -1.38 -2.23 1.27 0.91
C 0.986 5.622 -2.539 -0.74 -0.01 -1.25 0.17
C 1.026 4.707 -3.531 -0.65 1.68 -0.23 -0.41
C 2.229 4.377 -4.347 0.35 -0.46 -0.13 -0.75
C 3.522 4.340 -3.514 0.91 -0.37 -0.99 -1.49
C 3.416 3.510 -2.273 1.26 0.30 -2.63 -1.00
C 3.244 4.116 -0.980 1.56 1.76 0.70 0.48
C 2.951 5.599 -0.860 -0.40 0.60 -0.05 -1.17
C 2.101 6.383 -1.908 0.44 0.82 0.52 -1.01
C 1.740 0.685 0.035 -0.41 -1.85 0.95 -1.70
H 0.003 5.965 -2.185 0.24 -0.49 -0.17 0.59
H 0.062 4.317 -3.929 0.60 0.33 0.36 0.24
H 2.376 5.071 -5.205 -0.34 -0.33 0.50 0.37
H 2.060 3.380 -4.773 0.21 0.12 -0.10 0.36
H 4.285 3.861 -4.152 -0.24 0.09 0.10 0.43
H 3.936 5.346 -3.369 -0.36 -0.27 0.37 0.41
H 3.582 2.437 -2.449 0.09 0.63 0.18 0.48
H 4.115 4.013 -0.292 -0.24 0.34 -0.53 0.36
H 3.925 6.083 -0.810 0.18 0.12 -0.06 0.45
H 2.532 5.774 0.133 -0.10 -0.07 0.04 0.45
H 1.622 7.190 -1.329 0.22 -0.20 -0.20 0.37
H 2.748 6.950 -2.622 -0.48 -0.83 0.31 0.40
H 0.774 0.576 0.547 0.00 0.46 -0.05 0.56
H 2.523 0.382 0.797 -1.07 0.22 -0.71 0.46
H 1.758 -0.060 -0.759 0.34 0.19 -0.09 0.56
O 0.105 -0.350 -2.193 -2.76 0.85 0.97 -0.38
C -0.997 -0.125 -1.745 0.84 -1.85 -1.03 -0.07
O -1.376 1.058 -1.163 -0.25 0.98 -0.68 -0.09
H -1.878 -0.817 -1.681 0.98 -0.07 -0.32 0.39
```
Forces are in eV/Å.

(3)
DFT (ωB97M-V with the def2-TZVPD basis set) results for a cluster of 2 separate species, C11H26Br2NO2SSi2 in total.

Summary:
LUMO energy in eV: 2.02
Highest occupied orbital energy in eV: -3.92
Net charge: -1

```
45
Properties=species:S:1:pos:R:3:forces:R:3:mulliken_charge:R:1
C -1.522 -2.349 0.102 0.04 0.04 0.09 -1.08
C -2.718 -2.244 -0.835 0.05 0.08 0.00 -0.18
Br -2.088 -2.088 -2.685 -0.03 0.02 -0.07 -0.08
C -3.773 -3.355 -0.780 -0.05 0.05 -0.11 -0.37
Br -2.973 -5.094 -0.416 0.03 -0.03 0.02 -0.10
C -4.944 -3.130 0.199 0.01 -0.18 -0.15 -0.26
S -4.537 -2.401 1.801 -0.07 0.08 -0.01 -0.11
O -6.054 -2.481 -0.443 -0.08 0.00 0.22 -0.34
C -5.879 -1.268 -1.037 0.69 -0.28 0.20 0.27
O -6.569 -0.340 -0.785 -0.47 0.30 -0.15 -0.46
H -1.792 -2.891 1.011 0.04 0.08 -0.09 0.47
H -1.184 -1.353 0.383 0.02 -0.05 -0.06 -0.11
H -0.684 -2.852 -0.383 -0.14 -0.08 0.10 0.50
H -3.218 -1.285 -0.678 0.02 -0.15 0.02 0.29
H -4.217 -3.491 -1.766 0.02 0.04 0.10 0.56
H -5.340 -4.106 0.480 0.00 0.08 -0.15 0.41
H -4.162 -1.198 1.343 0.08 0.01 0.03 0.14
H -5.047 -1.233 -1.761 -0.12 -0.04 -0.01 0.35
C 5.685 1.001 0.354 0.01 0.05 -0.05 -1.04
Si 3.964 1.681 -0.070 0.13 -0.13 0.11 0.14
C 3.801 1.448 -1.955 0.04 0.04 -0.01 -1.07
C 4.115 3.565 0.169 0.03 0.00 -0.05 -1.07
N 2.800 0.936 0.844 -0.11 0.20 -0.20 -0.04
Si 1.162 1.151 0.869 0.06 -0.12 0.14 0.06
C 0.259 0.788 -0.775 -0.11 -0.01 0.10 -0.94
C 0.553 2.886 1.367 -0.08 -0.02 -0.03 -1.07
C 0.365 -0.013 2.147 -0.09 0.05 -0.06 -0.98
H 6.478 1.473 -0.234 0.00 0.00 0.00 0.27
H 5.899 1.165 1.413 0.00 -0.02 0.00 0.26
H 5.716 -0.076 0.168 0.00 0.00 0.02 0.25
H 4.704 1.767 -2.487 0.00 0.01 0.00 0.35
H 2.961 2.022 -2.357 -0.02 -0.04 0.02 0.29
H 3.627 0.393 -2.184 -0.01 0.01 -0.01 0.26
H 4.139 3.802 1.236 -0.01 0.01 -0.01 0.27
H 3.264 4.093 -0.272 -0.02 -0.02 0.04 0.29
H 5.026 3.965 -0.290 0.00 0.00 -0.01 0.34
H 0.460 1.567 -1.516 0.04 -0.02 0.00 0.39
H -0.830 0.737 -0.645 -0.01 0.03 -0.03 0.24
H 0.596 -0.166 -1.192 0.00 0.01 -0.02 0.24
H 1.079 3.217 2.266 0.00 0.01 -0.01 0.27
H -0.522 2.904 1.574 -0.01 0.00 0.00 0.32
H 0.750 3.616 0.576 0.04 0.00 0.02 0.30
H 0.776 0.193 3.138 0.02 0.00 -0.01 0.33
H 0.596 -1.054 1.903 0.02 -0.01 0.04 0.21
H -0.724 0.099 2.203 -0.01 -0.01 0.02 0.23
```
Forces are in eV/Å.